DFT (ωB97M-V with the def2-TZVPD basis set) results for C7H10FNRu as an isolated structure at a distorted geometry.

Each line ends with the Löwdin spin population.
Atoms and positions in Å:
C: 0.97 -0.76 1.15  0.0589
C: -0.12 -1.65 0.78  0.1284
C: -1.31 -1.19 1.44  0.1280
C: -0.97 -0.05 2.23  0.1479
C: 0.43 0.21 2.08  0.1284
Ru: -0.34 0.39 -0.02  3.2199
N: 1.02 1.52 -0.74  0.3721
C: 0.77 0.83 -2.06  0.1019
C: -0.18 -0.33 -1.85  0.2596
H: -2.29 -1.65 1.36  0.0119
H: -0.03 -2.51 0.13  0.0102
H: -1.66 0.52 2.85  0.0145
H: 1.00 0.99 2.57  0.0123
H: 2.00 -0.86 0.85  0.0071
H: 0.33 -1.30 -1.91  0.0304
H: 0.42 1.52 -2.85  0.0150
H: 1.16 2.53 -0.78  0.0578
H: -1.08 -0.25 -2.47  0.0430
H: 1.74 0.44 -2.41  0.0256
F: -1.87 1.60 -0.33  0.2270

The LUMO energy (spin up / spin down) is 4.3 / 3.9 eV. As for the highest occupied orbital energy (spin up / spin down): -0.07 / -3.88 eV. Its spin multiplicity is 6. Its charge is -1. The energy above the lowest of the compared OMol25 structures with the same formula, charge and spin comes out at 0.094 eV. The calculation puts the HOMO-LUMO gap (spin up / spin down) at 4.361 / 7.824 eV. As for the expectation value of S²: 8.7671.